Record 1
{
  "formula": "C40H30CuF12N8O20S4",
  "method": "ωB97M-V/def2-TZVPD",
  "total_charge": 0,
  "e_homo_ev": [-9.7, -9.7],
  "spin_multiplicity": 2,
  "gap_ev": [8.114, 5.091],
  "symbols": ["Cu", "C", "F", "F", "F", "S", "O", "O", "N", "S", "O", "O", "C", "F", "F", "F", "C", "F", "F", "F", "S", "O", "O", "N", "S", "O", "O", "C", "F", "F", "F", "C", "C", "C", "C", "C", "C", "N", "O", "O", "H", "H", "H", "H", "H", "C", "C", "C", "C", "C", "C", "N", "O", "O", "H", "H", "H", "H", "H", "C", "C", "C", "C", "C", "C", "N", "O", "O", "H", "H", "H", "H", "H", "C", "C", "C", "C", "C", "C", "N", "O", "O", "H", "H", "H", "H", "H", "C", "C", "C", "C", "C", "C", "N", "O", "O", "H", "H", "H", "H", "H", "C", "C", "C", "C", "C", "C", "N", "O", "O", "H", "H", "H", "H", "H"],
  "positions_angstrom": [[-0.6324, -2.2623, -0.2954], [1.7925, -3.7291, -1.8132], [0.5340, -3.3154, -2.1314], [2.1888, -4.4961, -2.8070], [2.6247, -2.7425, -1.6404], [1.6306, -4.7108, -0.2706], [1.0551, -5.9568, -0.6624], [2.8933, -4.6659, 0.3797], [0.4307, -3.8048, 0.4811], [0.1655, -4.5335, 1.9323], [-1.2025, -4.9542, 1.9602], [1.1234, -5.4731, 2.4090], [0.2194, -3.1681, 3.1761], [-0.4510, -3.5846, 4.2329], [1.4739, -2.8616, 3.4685], [-0.4074, -2.0846, 2.6962], [0.4912, -0.0914, -3.5790], [1.7985, -0.1993, -3.5020], [0.1314, 0.7146, -4.5739], [-0.0539, -1.2682, -3.8480], [-0.2405, 0.5733, -2.0159], [0.2870, 1.8790, -1.8768], [-1.6550, 0.4778, -2.2030], [0.1802, -0.4520, -0.7451], [1.4685, 0.0633, 0.1337], [1.8425, -1.0480, 0.9549], [2.4990, 0.6830, -0.6003], [0.6337, 1.2875, 1.2606], [1.4601, 1.6809, 2.2261], [0.1914, 2.3374, 0.5931], [-0.4054, 0.6764, 1.8502], [0.5558, -0.7836, 5.8769], [0.9620, 0.2799, 5.0976], [0.6336, 1.5588, 5.4934], [-0.0599, 1.7811, 6.6523], [-0.4452, 0.7228, 7.4642], [-0.1453, -0.5634, 7.0532], [-0.1605, 3.1502, 7.1819], [-0.8296, 3.3214, 8.1782], [0.4510, 4.0191, 6.5905], [0.7206, -1.8325, 5.6693], [1.6641, 0.1227, 4.2914], [1.0999, 2.3704, 4.9480], [-0.9620, 0.9254, 8.3914], [-0.3089, -1.3342, 7.7969], [-4.3974, 3.7649, 4.5199], [-4.5506, 4.7068, 3.5041], [-3.4081, 5.1206, 2.8366], [-2.2228, 4.4178, 2.9855], [-2.1045, 3.4464, 3.9568], [-3.1661, 3.2123, 4.8164], [-1.1452, 4.6411, 2.0322], [-1.4222, 4.8232, 0.8673], [-0.0081, 4.6297, 2.4594], [-5.2263, 3.5814, 5.1960], [-5.4682, 5.2703, 3.4122], [-3.4264, 5.8881, 2.0691], [-1.1481, 2.9596, 4.1005], [-3.0496, 2.4988, 5.6203], [-5.2772, 2.4469, 1.2561], [-5.5965, 1.5423, 2.2571], [-5.0105, 0.2878, 2.3138], [-4.0551, -0.0057, 1.3589], [-3.6144, 0.9152, 0.4248], [-4.1864, 2.1718, 0.4289], [-3.4588, -1.3400, 1.3772], [-2.3648, -1.4467, 0.8127], [-4.0538, -2.2464, 1.8753], [-5.6586, 3.4588, 1.2902], [-6.3994, 1.7811, 2.9439], [-5.4344, -0.4037, 3.0260], [-2.8163, 0.6154, -0.2411], [-3.7805, 2.9106, -0.2516], [-2.2549, -1.0192, -6.8982], [-1.9228, -2.2906, -6.4363], [-2.2579, -2.6255, -5.1268], [-2.8634, -1.7142, -4.2973], [-3.1943, -0.4586, -4.7690], [-2.9612, -0.1289, -6.1033], [-3.0999, -1.9997, -2.8801], [-4.2108, -1.8585, -2.4370], [-2.1180, -2.2970, -2.2140], [-1.9951, -0.7146, -7.9073], [-1.3397, -2.9557, -7.0536], [-1.9572, -3.6329, -4.8525], [-3.6079, 0.3128, -4.1301], [-3.1939, 0.8497, -6.4959], [2.9184, 2.6584, -7.0530], [3.2593, 2.5411, -8.3913], [2.2502, 2.3310, -9.3486], [0.9758, 2.0507, -8.9234], [0.6722, 1.9414, -7.5795], [1.6265, 2.3163, -6.6538], [-0.1015, 1.8324, -9.8765], [-0.9966, 1.0668, -9.5449], [-0.0512, 2.4189, -10.9329], [3.6120, 3.0415, -6.3156], [4.2151, 2.8138, -8.8222], [2.4810, 2.4078, -10.4028], [-0.3256, 1.6460, -7.2908], [1.3370, 2.2978, -5.6161], [5.0796, -3.9118, 2.4817], [6.3162, -4.4797, 2.7818], [7.4145, -3.6158, 2.8493], [7.2595, -2.2633, 2.6297], [6.0319, -1.7345, 2.2913], [4.9152, -2.5695, 2.2221], [8.4361, -1.3893, 2.5990], [8.3035, -0.2492, 2.1940], [9.4744, -1.8630, 2.9719], [4.2853, -4.6480, 2.3954], [6.5325, -5.5339, 2.8491], [8.3816, -4.0711, 3.0189], [5.9308, -0.7030, 1.9838], [3.9509, -2.1569, 1.9612]]
}


Record 2
{
  "formula": "C40H30N6O3ReS4",
  "method": "ωB97M-V/def2-TZVPD",
  "total_charge": 1,
  "e_homo_ev": -10.4,
  "spin_multiplicity": 1,
  "gap_ev": 5.647,
  "symbols": ["Re", "O", "C", "C", "O", "O", "C", "C", "C", "C", "C", "C", "C", "C", "C", "C", "C", "C", "H", "H", "H", "H", "H", "H", "H", "H", "H", "H", "H", "S", "C", "S", "C", "N", "N", "C", "C", "C", "C", "C", "C", "S", "H", "H", "H", "H", "H", "C", "C", "C", "C", "N", "C", "S", "N", "H", "H", "H", "H", "H", "N", "C", "C", "C", "C", "C", "N", "C", "H", "H", "H", "H", "C", "C", "C", "C", "C", "C", "C", "H", "H", "H", "H", "H"],
  "positions_angstrom": [[0.1993, 0.1276, 0.0527], [1.1940, -1.4729, 2.7729], [2.3725, -0.6889, 2.9653], [2.9024, -0.2550, 1.5777], [4.0487, -0.2237, 1.2587], [1.9328, 0.2302, 0.7650], [3.4461, -1.5069, 3.6739], [4.1756, -1.0011, 4.7394], [5.1493, -1.7794, 5.3529], [5.4027, -3.0654, 4.9054], [4.6869, -3.5723, 3.8295], [3.7213, -2.7932, 3.2134], [1.9814, 0.5758, 3.7297], [2.4455, 1.8397, 3.3880], [2.0698, 2.9496, 4.1374], [1.2201, 2.8050, 5.2220], [0.7566, 1.5415, 5.5678], [1.1383, 0.4338, 4.8291], [1.3944, -2.3815, 3.0234], [3.9850, 0.0007, 5.1002], [5.7101, -1.3750, 6.1852], [6.1606, -3.6696, 5.3859], [4.8907, -4.5693, 3.4617], [3.2039, -3.1917, 2.3449], [3.1314, 1.9732, 2.5590], [2.4557, 3.9271, 3.8748], [0.9264, 3.6682, 5.8049], [0.1012, 1.4198, 6.4202], [0.7775, -0.5501, 5.0992], [-2.4548, -2.8814, -5.3326], [-1.4979, -1.7329, -4.6748], [-0.5459, -1.9382, -3.2116], [-0.0478, -0.2719, -3.3001], [-0.5116, 0.3644, -4.3151], [-1.2778, -0.4526, -5.0970], [-1.8343, 0.0940, -6.3026], [-2.7480, 1.1286, -6.2174], [-3.2770, 1.6626, -7.3823], [-2.8938, 1.1515, -8.6141], [-1.9786, 0.1098, -8.6837], [-1.4409, -0.4236, -7.5232], [0.9935, 0.5478, -2.1652], [-3.0342, 1.5084, -5.2459], [-3.9912, 2.4735, -7.3299], [-3.3105, 1.5652, -9.5225], [-1.6809, -0.2877, -9.6445], [-0.7320, -1.2399, -7.5583], [-0.8676, 5.7246, 2.8548], [-0.4600, 4.5694, 2.0020], [0.3905, 4.7252, 0.9048], [0.6925, 3.6080, 0.1575], [0.1912, 2.4182, 0.4926], [-0.6021, 2.3609, 1.5753], [-1.1068, 0.6937, 1.8866], [-0.9631, 3.3694, 2.3276], [-0.1185, 6.5141, 2.8429], [-1.0461, 5.3890, 3.8736], [-1.8033, 6.1412, 2.4744], [0.7979, 5.6929, 0.6514], [1.3392, 3.6399, -0.7114], [-5.7372, -2.0470, -1.4282], [-4.9533, -1.2125, -1.5073], [-3.9568, -0.1811, -1.6033], [-4.1809, 1.0014, -2.3021], [-3.1656, 1.9365, -2.3416], [-1.9668, 1.6628, -1.7105], [-1.7544, 0.5332, -1.0217], [-2.7416, -0.3676, -0.9687], [-5.1261, 1.1685, -2.8011], [-3.2811, 2.8705, -2.8720], [-1.1363, 2.3501, -1.7702], [-2.5594, -1.2697, -0.4075], [-0.0687, -1.5850, 0.0623], [-0.2707, -2.9926, 0.0623], [-1.4327, -3.5645, 0.5922], [-1.6006, -4.9351, 0.5417], [-0.6139, -5.7349, -0.0239], [0.5512, -5.1713, -0.5327], [0.7313, -3.8021, -0.4904], [-2.1887, -2.9406, 1.0528], [-2.4992, -5.3829, 0.9427], [-0.7526, -6.8070, -0.0650], [1.3151, -5.8019, -0.9665], [1.6283, -3.3475, -0.8930]]
}


Energy relative to the best compared isomer or geometry (same formula, charge and spin) across the listed records, respectively: 0.0 0.0 kJ/mol.
Largest force on an atom across the listed records, respectively: 2.874 0.486 eV/Å.
Total energy across the listed records, respectively: -215406.95237 -102515.97164 eV.